Density functional theory data (ωB97M-V with the def2-TZVPD basis set) for a structure of composition C45H56N3PdSeSi.

CARTESIAN COORDINATES (ANGSTROEM)
C 3.56122 3.77000 -1.92142
C -1.08527 3.96799 -3.33741
Se 1.10143 -0.66748 -3.35142
C -6.68879 -3.35828 -0.93189
C 5.47324 4.75766 -0.83291
C -0.29969 2.87942 -2.99684
H -3.46294 -3.31176 1.15388
H -0.16866 -2.39881 3.31593
H -1.80981 -4.25944 0.04570
H -0.45810 0.11177 2.89810
H -1.77811 5.91923 -2.75016
C -4.26663 -3.26576 -0.83873
H 2.39163 -0.16427 5.34663
H -4.18065 2.12424 -1.74528
H -1.02590 -4.23686 -1.52007
Pd 0.13891 0.05686 -1.24233
H 4.13363 -0.35767 5.13371
H 0.81559 4.09529 4.09241
C 4.84006 -2.27698 -2.35763
H 0.33227 0.42216 4.43045
H -7.59412 -3.36284 -1.52692
C -1.14238 5.07813 -2.50170
C 4.46639 2.75920 0.04535
C 2.50373 1.67018 -0.98807
C 1.24048 1.69503 -1.41218
C -0.25220 -0.31562 3.88009
C -2.89362 -3.14310 -1.49169
C 3.35818 -4.14103 -2.62617
C -5.45306 -3.28049 -1.56559
H -3.36687 -4.10787 -3.38836
H -1.67327 3.94146 -4.24694
H -3.55531 1.10130 2.15873
H -2.69345 3.02733 -1.42244
C 3.79797 -1.40723 -2.65056
C 1.16815 2.37754 2.82960
C 0.42504 3.45145 3.31450
H -3.56666 -2.34643 -3.41013
H -0.44783 5.93374 -0.65866
C -3.47298 2.41450 -0.96280
C -2.95972 -3.16368 -3.01753
H -1.43468 4.50363 3.11803
C 0.67305 1.56057 1.83143
H 2.15390 2.17457 3.23683
H -4.01319 3.03369 -0.24254
C 0.40656 4.00312 -1.00122
H 3.69426 -1.01139 1.13601
C 1.72194 -1.70764 1.67712
H 5.43760 -4.32819 -2.11363
H -0.16874 -1.45213 1.51205
C 3.49858 2.75486 -0.96275
C 2.31656 -3.27005 -2.91827
C -6.76564 -3.42162 0.44896
C 5.43749 3.74596 0.11656
H -7.72695 -3.47487 0.94429
C -5.59117 -3.40834 1.19090
C -3.74478 0.40967 1.33364
H 0.96492 4.00882 -0.07300
H -2.45060 -5.26491 -1.26680
H 4.44125 1.97145 0.79150
H -1.95228 -3.03661 -3.41988
H 6.23006 5.53052 -0.78469
H -5.63127 -3.44828 2.27264
H 3.17529 0.51513 3.92053
H -2.29660 3.10501 1.33138
H -4.06214 -0.70383 -1.40013
H -1.20581 -0.45469 4.39480
C -2.97646 -0.53343 -1.41377
C 4.53038 4.75719 -1.85402
N 0.66292 -1.65108 0.96199
C -0.59096 1.77910 1.23779
C 3.17669 -0.33186 4.60812
H -0.27927 2.00614 -3.63772
H 0.70932 -2.01937 4.78673
C -1.99743 -4.29937 -1.02797
C 0.48198 -1.65025 3.78270
H 4.55464 5.53170 -2.61141
H 3.17609 -5.20962 -2.62051
N -1.04995 0.95886 0.23674
H -3.47896 -0.59536 1.67497
H 2.84313 3.77346 -2.73088
H 3.96523 -0.33683 -2.66090
N 1.73905 -1.62160 3.05161
C 0.47024 2.88179 -1.83241
C 3.03245 -1.86044 0.94931
C -1.32830 2.86618 1.75478
H -5.42464 -3.22754 -2.64540
Si -2.71381 0.86930 -0.18095
C -0.83092 3.67342 2.76695
C 4.62515 -3.64915 -2.34209
C -2.23875 -1.81957 -1.03377
H -2.72137 -0.21723 -2.42915
C -4.36451 -3.33294 0.55338
H 3.55852 -2.77306 1.23739
C 2.51931 -1.89175 -2.92916
H 5.82484 -1.87879 -2.14172
H -4.81676 0.41478 1.11733
C -0.39525 5.08643 -1.33188
H 1.33271 -3.65906 -3.14738
H 2.87306 0.72502 -0.59542
H 2.80750 -1.90359 -0.11427
H 6.16855 3.72519 0.91616
H -1.23465 -1.82824 -1.49158
H 2.91056 -2.47152 4.55328
H 1.25267 0.72103 1.47362
H -2.08845 -1.87737 0.04514
C 2.95313 -1.63358 3.84561
H 3.80285 -1.82029 3.19578

Computed properties:
Strongest force on any atom (eV Å⁻¹): 0.77
Highest occupied orbital energy (eV): -4.12
Frontier orbital gap (eV): 6.672
LUMO energy (eV): 2.55
ΔE to the lowest compared entry with this formula, charge and spin (kcal per mole): 0.0
Charge: -1

***

Density functional theory data (ωB97M-V with the def2-TZVPD basis set) for a structure of composition C45H57N4O6S2SiTi.

CARTESIAN COORDINATES (ANGSTROEM)
C 1.86109 2.96484 -2.68540
H -0.01269 6.78205 0.75181
C 0.74849 3.45595 0.68533
S 1.46698 -1.00073 -2.30942
C -3.85308 -0.92514 -2.84293
C 3.46881 -2.91307 -2.05140
H -4.77895 -2.39437 -0.23778
C -1.39924 1.65710 -3.40595
H -4.77773 -2.96236 3.46289
H 5.90112 2.39806 -0.04157
H 0.79742 4.48283 -4.64164
C -2.84056 1.77308 2.30804
H -0.44036 -2.35463 -0.95248
H -3.27578 -4.31512 0.33884
H 5.31953 -1.56524 0.09198
H -3.55982 -5.84313 -2.53920
Ti 0.49920 0.73662 -0.70571
C -2.86716 -5.08387 -2.19680
C -3.05528 2.54976 1.01477
C -4.00376 2.01056 3.26436
C 1.24954 -1.15398 3.98637
O 2.59999 4.06499 -2.95983
H 7.77558 -0.53170 -2.54018
C 1.70876 3.46706 1.72156
C 0.54624 2.82818 -3.31862
H -1.47641 3.22021 3.16528
H 3.35579 -3.81562 -1.44104
C 3.71238 3.99076 -2.03092
H -3.87468 1.40449 4.16312
C 2.02426 4.63803 2.38650
H -4.94644 1.73103 2.78881
N 0.43144 2.31979 0.02592
C 4.71035 1.66246 -1.66356
H -3.10166 -1.06874 -0.79986
H -4.40878 -4.68983 1.65932
H -0.87897 -2.43490 5.20457
H -3.14353 3.61969 1.21651
C 1.41471 5.84517 2.05350
N 2.28994 2.11614 -1.86309
C 4.36017 -1.87604 0.52255
C -2.76829 -1.30033 -1.81505
C 6.92012 0.08639 -2.29661
C 0.14624 4.68936 0.35452
C -1.12039 3.51107 -4.87575
H -0.59235 4.70115 -0.43914
C 5.75699 -0.00430 -3.04728
C -0.43366 -2.96319 4.35881
C -2.35409 -2.75160 -1.82090
H -4.95076 -1.03719 0.90598
H 1.66591 6.75615 2.58173
H 0.85632 -0.58775 4.83359
H -4.05501 3.06211 3.55455
Si -1.67484 -0.68691 1.62169
C 3.56976 2.60035 -1.35533
O -3.44496 0.37306 -3.33619
H -1.33731 -6.48598 -1.65205
H -4.85006 -0.82570 -2.41875
S 2.47920 0.15166 0.55322
C -1.90341 2.46896 -4.41284
C -1.11735 -3.12035 -1.30192
H -2.88821 2.26647 -4.80698
H 0.36172 -3.61337 4.73005
H 2.17771 2.52861 1.99506
O -0.92427 -1.03937 3.03997
H -4.17212 -1.30340 3.26524
H 5.69646 -0.70176 -3.87375
C -4.89230 -2.12326 0.81473
H -1.48062 4.16854 -5.65593
H -1.19642 -3.59094 3.89515
H -0.68705 1.89133 2.31731
H 1.66928 -0.46377 3.25454
C -1.62483 -5.44252 -1.69788
H 4.32492 -2.96862 0.48962
C -3.94097 -2.35652 3.10644
C 0.47474 5.85343 1.02916
C 5.87106 1.73623 -0.90047
H -3.87421 -1.60995 -3.69254
H -4.20682 -3.48260 -2.64413
C 4.65357 0.77761 -2.73219
H 3.03465 -3.11563 -3.02926
H -0.19535 -3.29208 1.66987
C -3.50837 -4.13236 1.38967
H 2.75783 4.60776 3.18497
C 0.13412 3.69191 -4.32366
C -3.70273 -2.63816 1.62402
C 6.97323 0.95657 -1.21520
C 3.20174 -1.25815 -0.22056
O -2.52778 -2.00850 1.12636
N -1.68434 -0.34543 -2.11700
C 0.61773 -2.71204 2.11546
H 3.60396 4.81054 -1.32092
O -2.87260 0.38160 1.99118
H -2.21231 2.38870 0.34298
H 3.47894 2.70014 -0.27309
H 2.04695 -1.81204 4.34100
H 0.21940 -4.72184 -0.85795
H 1.42036 -3.39935 2.39671
H -3.05859 -2.60101 3.69334
O -0.71375 -0.24856 0.42383
C -0.75391 -4.45568 -1.25218
N -0.20338 1.83122 -2.84293
H 1.00922 -2.01767 1.37700
C 2.79501 -1.72144 -1.41133
H -3.97525 2.20503 0.53480
H -2.67576 -4.50004 1.99277
H 4.54383 -2.74503 -2.17874
C -1.52172 2.14604 2.97139
H -5.82497 -2.55763 1.18301
C -3.22666 -3.74224 -2.25883
C -2.16648 0.50706 -2.90487
H 7.86812 1.01621 -0.60792
H 4.63462 4.09703 -2.59889
C 0.12736 -1.96477 3.34987
H 4.35278 -1.56886 1.56880
H 3.72827 0.66258 -3.28457
H -1.40481 1.60256 3.91048

Computed properties:
Strongest force on any atom (eV Å⁻¹): 0.68
Highest occupied orbital energy (eV): -3.36
Frontier orbital gap (eV): 5.381
LUMO energy (eV): 2.02
ΔE to the lowest compared entry with this formula, charge and spin (kcal per mole): 10.3
Charge: -1

***

Q: Look up the LUMO energy of the second one.
A: 2.02 eV